[1]
Computed, not measured: a 2-piece molecular cluster, C3H6ClN overall, with wB97M-V/def2-TZVPD.

Summary:
Total charge: 0
2S+1: 1
Frontier orbital gap (alpha / beta): 8.10 / 8.10 eV
F_max: 3.74 eV Å⁻¹
ΔE to the lowest compared entry with this formula, charge and spin: 4.064 eV

Positions of all 11 atoms, in Å:
C1 1.31146 -0.45092 -0.28087
C2 0.74144 -1.36208 0.42248
C3 -1.43110 -0.15674 0.65153
N1 -1.03842 1.15774 0.33752
Cl1 -2.40596 -0.93156 -0.47666
H1 2.30267 -0.27299 -0.82548
H2 0.62511 0.45233 -0.28584
H3 0.92181 -2.25125 1.02686
H4 -1.65896 -0.52934 1.71946
H5 -1.08754 1.42510 -0.63720
H6 -0.59092 1.78898 1.09846

[2]
Computed, not measured: a 2-piece molecular cluster, C6H12 overall, with wB97M-V/def2-TZVPD.

Summary:
Total charge: -1
Expectation value of S²: 0.77
2S+1: 2
Frontier orbital gap (alpha / beta): 3.35 / 6.80 eV
F_max: 3.21 eV Å⁻¹
ΔE to the lowest compared entry with this formula, charge and spin: 0.379 eV

Positions of all 18 atoms, in Å:
C1 1.06520 -0.34249 1.81393
C2 1.28606 -1.15006 0.74398
C3 1.96146 -0.68472 -0.47329
C4 2.24558 -1.49577 -1.51506
H1 1.48202 0.65073 1.84162
H2 0.43016 -0.63034 2.65508
H3 0.93560 -2.20883 0.74370
H4 2.25531 0.35676 -0.50389
H5 2.74598 -1.16704 -2.39356
H6 1.91905 -2.53580 -1.45940
C5 -2.02415 1.27174 -0.93537
C6 -2.06301 1.02309 0.56319
H7 -2.60914 2.16058 -1.20014
H8 -2.41861 0.41291 -1.47373
H9 -1.00828 1.44090 -1.27557
H10 -3.10179 0.85509 0.92643
H11 -1.45329 0.15946 0.83166
H12 -1.64818 1.88378 1.11043

[3]
Computed, not measured: a 2-piece molecular cluster, C30H36ClN2O5S overall, with wB97M-V/def2-TZVPD.

Summary:
Total charge: -1
2S+1: 1
Frontier orbital gap: 4.29 eV
F_max: 4.06 eV Å⁻¹
ΔE to the lowest compared entry with this formula, charge and spin: 0.232 eV

Positions of all 75 atoms, in Å:
C1 -7.35296 -0.24806 3.30026
N1 -6.14870 0.54396 3.41704
C2 -6.37696 1.97023 3.53231
C3 -4.90238 -0.01025 3.49750
C4 -3.85911 0.67663 4.17294
C5 -2.58588 0.14841 4.20336
C6 -2.23613 -1.00071 3.42154
C7 -0.89198 -1.41918 3.21601
C8 0.24703 -0.57957 3.30878
C9 1.56814 -1.13719 3.40526
C10 2.69968 -0.37184 3.46700
C11 4.13530 -0.94711 3.49371
C12 4.89068 -0.51564 2.22828
C13 4.14033 -2.47147 3.54883
C14 4.90414 -0.43142 4.71822
C15 2.55544 1.09209 3.48152
O1 3.56634 1.83188 3.57649
C16 1.21945 1.68593 3.36755
C17 1.09735 3.22615 3.33483
C18 1.77510 3.85852 4.55742
C19 -0.35831 3.68800 3.32513
C20 1.77126 3.75878 2.06484
C21 0.14822 0.84878 3.23044
C22 -3.31416 -1.72743 2.82843
C23 -4.61241 -1.26670 2.89245
H1 -7.12989 -1.30843 3.44799
H2 -8.08035 0.07377 4.06172
H3 -7.82119 -0.11048 2.31411
H4 -5.44858 2.52621 3.36631
H5 -7.11612 2.28185 2.77998
H6 -6.77662 2.23036 4.52502
H7 -4.07625 1.61672 4.68212
H8 -1.82830 0.62473 4.82739
H9 -0.72083 -2.47581 3.01194
H10 1.64154 -2.22841 3.43508
H11 4.94360 0.57516 2.17539
H12 5.91031 -0.92036 2.24300
H13 4.37326 -0.89193 1.33839
H14 3.64267 -2.83024 4.45671
H15 3.64808 -2.89865 2.66847
H16 5.17747 -2.83309 3.56502
H17 4.39696 -0.74653 5.63685
H18 5.92498 -0.83373 4.71882
H19 4.94909 0.66063 4.69146
H20 2.83361 3.58717 4.58007
H21 1.68387 4.95058 4.50760
H22 1.29524 3.50442 5.47657
H23 -0.88057 3.33719 2.42783
H24 -0.88823 3.33859 4.21986
H25 -0.38824 4.78615 3.32183
H26 1.29005 3.32587 1.18058
H27 1.67794 4.85022 2.02068
H28 2.83077 3.48932 2.06160
H29 -0.83507 1.27881 3.03699
H30 -3.08361 -2.64437 2.28247
H31 -5.41912 -1.82788 2.41927
O2 1.39502 -10.59029 -1.38054
N2 0.94829 -9.82462 -2.26641
O3 1.06632 -10.07467 -3.48904
C24 0.28470 -8.62418 -1.87103
C25 -0.20271 -7.73977 -2.84786
C26 -0.82573 -6.55294 -2.46050
C27 -0.96280 -6.23185 -1.09925
S1 -1.69102 -4.63386 -0.58517
C28 -0.33401 -3.60782 -0.34765
Cl1 -0.49108 -1.99075 -0.08194
O4 -2.49050 -4.22580 -1.72195
O5 -2.33702 -4.89689 0.68799
C29 -0.47585 -7.12165 -0.12984
C30 0.14875 -8.31059 -0.50822
H32 -0.07910 -7.99371 -3.89608
H33 -1.20526 -5.88350 -3.22826
H34 0.65268 -4.03219 -0.47431
H35 -0.58375 -6.89459 0.92765
H36 0.53922 -8.99972 0.23367

[4]
Computed, not measured: a 13-piece molecular cluster, C42H106N6O22 overall, with wB97M-V/def2-TZVPD.

Summary:
Total charge: 0
2S+1: 1
Frontier orbital gap: 3.24 eV
F_max: 6.31 eV Å⁻¹

Positions of all 176 atoms, in Å:
O1 1.41919 -5.45583 -0.02969
H1 1.57391 -5.73485 0.87574
H2 0.82635 -6.06493 -0.47593
H3 0.92611 -4.63214 -0.02591
O2 -2.75040 6.04590 0.49271
H4 -2.12569 5.35901 0.73668
H5 -2.51781 6.84986 0.96298
H6 -2.68294 6.16574 -0.45739
C1 -2.09335 -0.08627 -0.76608
C2 -1.20175 -0.96188 -0.37082
C3 -0.02084 -0.56052 0.51063
O3 1.01469 -1.30079 0.72664
C4 0.07855 0.70709 1.10038
C5 -0.82884 1.76194 0.75458
C6 -2.07699 1.25147 -0.15270
O4 -2.95695 2.06348 -0.44444
O5 -0.68592 2.91353 1.13749
O6 -1.41414 -2.14584 -0.73981
H7 -2.95857 -0.30217 -1.37532
H8 0.95267 0.84878 1.71862
O7 -6.95758 0.78186 -1.58810
H9 -6.31689 1.23981 -1.04404
H10 -6.62163 0.86994 -2.48007
O8 0.74782 4.85121 4.71695
H11 0.54568 4.24784 4.00189
H12 1.29307 5.52687 4.31395
O9 1.33902 -3.22182 4.37025
H13 1.61309 -4.06548 4.01061
H14 1.39518 -2.61621 3.63112
O10 -5.73866 -3.10904 -1.20289
H15 -4.83698 -3.14175 -1.52247
H16 -5.88500 -2.18706 -0.99134
C7 -4.03861 -2.43089 3.78467
O11 -4.28379 -2.49575 5.19530
C8 -3.86950 -3.63880 5.89731
C9 -2.31067 -3.61755 5.99150
N1 -1.57120 -2.55199 6.73624
C10 -1.76607 -1.26619 6.03498
C11 -0.92502 -0.14527 6.69164
O12 0.35843 -0.68558 7.10710
C12 1.01084 0.27396 7.96037
H17 -4.68917 -1.65669 3.37788
H18 -4.33029 -3.33174 3.24477
H19 -3.05316 -2.06107 3.50146
H20 -4.27654 -4.50800 5.38068
H21 -4.38719 -3.66734 6.85610
H22 -1.98357 -3.63104 4.95182
H23 -2.04140 -4.60967 6.35385
H24 -2.13930 -2.42658 7.56184
H25 -2.79597 -0.91436 6.09513
H26 -1.50961 -1.28338 4.97572
H27 -1.51718 0.19247 7.54218
H28 -0.66910 0.63434 5.97414
H29 0.45168 0.50725 8.86648
H30 1.22071 1.11387 7.29810
H31 1.91023 -0.12634 8.42830
C13 -5.75233 -6.80080 -4.37896
O13 -4.44117 -6.38674 -4.76134
C14 -4.48592 -5.14550 -5.51713
C15 -3.13416 -4.51335 -5.80709
N2 -2.54007 -5.28677 -6.94434
C16 -1.07874 -4.92761 -6.94727
C17 -0.41901 -5.07446 -8.34663
O14 -0.71987 -4.01866 -9.21023
C18 0.00895 -3.87197 -10.42303
H32 -6.37574 -6.11502 -3.80522
H33 -5.74938 -7.71327 -3.78271
H34 -6.32342 -7.12654 -5.24835
H35 -5.15456 -4.46920 -4.98457
H36 -5.02331 -5.09852 -6.46428
H37 -2.61136 -4.75001 -4.88039
H38 -3.17402 -3.43190 -5.93744
H39 -2.64139 -6.28961 -6.87993
H40 -0.47050 -5.43309 -6.19716
H41 -1.04912 -3.85835 -6.73777
H42 -0.62914 -6.07151 -8.73371
H43 0.64874 -4.98348 -8.14728
H44 -0.45322 -3.06949 -10.99793
H45 -0.16431 -4.78178 -10.99777
H46 1.01106 -3.49442 -10.21975
C19 10.24924 0.57834 11.94681
O15 9.35610 -0.01713 11.04032
C20 8.09977 -0.52693 11.64337
C21 7.37901 -1.35005 10.54864
N3 6.94339 -0.62442 9.34574
C22 8.04357 -0.20089 8.50323
C23 7.51130 0.17236 7.09296
O16 6.58437 1.24075 7.18107
C24 5.87956 1.42154 5.93855
H47 11.05800 0.77319 11.24250
H48 10.68311 -0.16321 12.61760
H49 9.86544 1.51766 12.34490
H50 7.47101 0.33984 11.84700
H51 8.34007 -1.14043 12.51169
H52 6.47524 -1.84315 10.90662
H53 7.94928 -2.24819 10.31147
H54 6.30839 0.14509 9.50306
H55 8.66982 -1.04832 8.22437
H56 8.60300 0.62714 8.93857
H57 7.08997 -0.71878 6.62771
H58 8.33856 0.58598 6.51619
H59 6.45359 1.61451 5.03227
H60 5.30451 2.34736 5.92218
H61 5.16687 0.62474 5.72582
C25 0.18934 7.64696 -1.83865
O17 -1.03850 7.06435 -2.19852
C26 -1.26354 6.95961 -3.53647
C27 -2.59553 6.20244 -3.65133
N4 -3.71511 7.05663 -3.21060
C28 -4.97605 6.38042 -3.35934
C29 -6.06758 7.52729 -3.25270
O18 -5.76996 8.39556 -4.33904
C30 -6.45573 9.66491 -4.33794
H62 0.92100 7.11657 -2.44813
H63 0.46214 7.57212 -0.78599
H64 0.27771 8.69512 -2.12439
H65 -0.44970 6.38352 -3.97680
H66 -1.32040 7.95468 -3.97772
H67 -2.51175 5.37741 -2.94395
H68 -2.63963 5.70681 -4.62112
H69 -3.68791 7.95484 -3.67166
H70 -4.99466 5.78359 -2.44745
H71 -5.14041 5.80847 -4.27255
H72 -5.93499 8.06816 -2.31569
H73 -7.08784 7.14416 -3.23272
H74 -7.51809 9.46250 -4.47400
H75 -6.03300 10.26303 -5.14519
H76 -6.18676 10.22051 -3.43956
C31 11.72131 -5.06121 0.68472
O19 10.44413 -4.53170 0.49419
C32 9.33318 -5.37130 0.66988
C33 8.05047 -4.59464 0.54162
N5 8.03227 -3.53232 1.59878
C34 6.86288 -2.68375 1.43978
C35 6.92784 -1.61376 0.29249
O20 7.96719 -0.69178 0.65756
C36 7.74547 0.71270 0.23422
H77 12.46953 -4.30570 0.44502
H78 11.88536 -5.90787 0.01812
H79 11.89459 -5.30620 1.73260
H80 9.33502 -5.88259 1.63252
H81 9.43426 -6.13442 -0.10182
H82 7.19518 -5.27015 0.55754
H83 7.94080 -4.21047 -0.47252
H84 8.81084 -2.94306 1.34051
H85 6.81533 -2.07175 2.34050
H86 5.95825 -3.29117 1.46796
H87 5.99107 -1.09812 0.50379
H88 7.08479 -1.96815 -0.72628
H89 7.87371 0.76916 -0.84674
H90 8.38645 1.54037 0.53789
H91 6.72491 0.96256 0.52422
C37 -10.54565 3.20897 -7.72143
O21 -9.37176 3.34926 -6.93501
C38 -8.72961 2.14145 -6.63893
C39 -7.41393 2.50243 -5.97265
N6 -6.59740 1.34626 -5.72937
C40 -5.12750 1.55243 -5.59979
C41 -4.48537 1.76402 -7.01437
O22 -3.14279 2.26780 -6.85670
C42 -2.17713 1.42517 -6.26708
H92 -10.28558 2.84002 -8.71357
H93 -10.97593 4.20530 -7.82291
H94 -11.32791 2.57538 -7.30341
H95 -8.55315 1.43537 -7.45035
H96 -9.33296 1.66504 -5.86620
H97 -7.73001 3.04048 -5.07894
H98 -6.90612 3.26132 -6.56787
H99 -6.68420 0.59278 -6.39634
H100 -4.72607 0.67578 -5.09142
H101 -4.98263 2.35380 -4.87531
H102 -5.02384 2.53451 -7.56618
H103 -4.51808 0.86054 -7.62328
H104 -2.19876 1.44050 -5.17740
H105 -1.17878 1.71240 -6.59705
H106 -2.28280 0.35827 -6.46364

[5]
Computed, not measured: a 2-piece molecular cluster, C4H9N2 overall, with wB97M-V/def2-TZVPD.

Summary:
Total charge: +1
2S+1: 1
Frontier orbital gap (alpha / beta): 8.24 / 8.24 eV
F_max: 3.12 eV Å⁻¹
ΔE to the lowest compared entry with this formula, charge and spin: 6.909 eV

Positions of all 15 atoms, in Å:
C1 -2.56135 0.43909 1.21788
C2 1.36254 0.00117 -0.90938
C3 -0.00925 -0.22239 -1.41219
C4 1.62970 0.91684 0.29039
N1 -1.99782 -0.04490 0.21677
N2 0.73612 -1.40231 -0.78217
H1 -2.12047 0.92344 2.02698
H2 -3.65782 0.47775 1.27264
H3 2.20430 -0.02331 -1.66985
H4 0.76045 0.91401 0.97219
H5 1.68956 1.89773 -0.15082
H6 2.66700 0.75616 0.60716
H7 -2.64528 -0.73621 -0.30274
H8 1.36906 -1.92784 -1.40205
H9 0.57325 -1.96923 0.02521

[6]
Computed, not measured: one molecule with the formula C5H9N, with wB97M-V/def2-TZVPD.

Summary:
Total charge: 0
SMILES: C#CCNCC
2S+1: 1
Frontier orbital gap: 10.39 eV
F_max: 2.07 eV Å⁻¹
ΔE to the lowest compared entry with this formula, charge and spin: 2.306 eV

Positions of all 15 atoms, in Å:
C1 1.32371 -1.20538 2.64232
C2 0.52441 -1.05522 1.73305
C3 -0.45332 -0.71082 0.67091
N1 0.19358 0.00492 -0.49279
C4 -0.85489 0.62874 -1.30920
C5 -0.29201 1.63830 -2.29210
H1 1.97540 -1.38742 3.46805
H2 -0.92882 -1.64449 0.28593
H3 -1.25501 -0.13567 1.18827
H4 0.80789 0.71047 -0.04607
H5 -1.62111 1.09895 -0.68253
H6 -1.34924 -0.14772 -1.85519
H7 -1.08021 2.01983 -2.95020
H8 0.46342 1.18964 -2.87420
H9 0.14524 2.48829 -1.75447

[7]
Computed, not measured: C7H15Br6Na3O as an isolated structure, with wB97M-V/def2-TZVPD.

Summary:
Total charge: +2
2S+1: 1
Frontier orbital gap: 5.50 eV
F_max: 2.26 eV Å⁻¹
ΔE to the lowest compared entry with this formula, charge and spin: 0.000 eV

Positions of all 32 atoms, in Å:
Na1 -3.62808 0.48074 -3.11189
Na2 -0.55484 -1.15868 -3.77332
Na3 -1.37985 2.77743 -3.69838
C1 -0.35249 0.64097 -1.22013
O1 -1.36202 0.65030 -2.22413
H1 -0.72189 1.02387 -0.26744
H2 0.03303 -0.37552 -1.04385
H3 0.55247 1.20750 -1.47875
Br1 2.71729 -2.63620 -0.29644
C2 1.47518 -2.62657 1.18987
C3 0.72002 -3.92042 1.19856
Br2 -0.54976 -3.87133 2.65990
H4 0.77056 -1.81116 1.05209
H5 2.05005 -2.45364 2.09284
H6 1.35588 -4.79505 1.26718
H7 0.09770 -3.97659 0.31017
Br3 -5.00306 1.99820 -0.54949
C4 -3.94315 1.21475 0.89942
C5 -4.70807 0.14178 1.61061
Br4 -3.56010 -0.58120 2.98346
H8 -3.63704 2.03948 1.53457
H9 -3.04302 0.82435 0.42892
H10 -4.99882 -0.67386 0.95717
H11 -5.59244 0.53912 2.10058
Br5 6.06242 2.62436 -1.40718
C6 4.53903 2.54821 -0.21976
C7 3.76099 1.28422 -0.46194
Br6 2.52126 1.02206 1.00952
H12 3.92544 3.42293 -0.41400
H13 4.92699 2.62484 0.78997
H14 4.38938 0.40815 -0.57458
H15 3.13695 1.40697 -1.34355

[8]
Computed, not measured: a 2-piece molecular cluster, C3N3O2 overall, with wB97M-V/def2-TZVPD.

Summary:
Total charge: -1
2S+1: 1
Frontier orbital gap: 7.96 eV
F_max: 4.97 eV Å⁻¹
ΔE to the lowest compared entry with this formula, charge and spin: 6.681 eV

Positions of all 8 atoms, in Å:
C1 -1.72972 0.84249 -0.05935
C2 0.06723 -1.48749 0.06379
C3 0.22416 -0.13694 0.00464
N1 -2.71648 1.40849 -0.20320
N2 -0.26449 -2.58715 0.21226
N3 1.34432 0.59025 0.03734
O1 2.31341 -0.11347 -0.24771
O2 1.45244 1.85118 0.27744